# 1
Below is a structure of composition C42H42N5Sb2SeZr in a non-equilibrium geometry, with properties calculated with ωB97M-V/def2-TZVPD.

The geometry in ORCA input format:
```
! RIJCOSX wB97M-V def2-TZVPD def2/J DEFGRID3
* xyz 3 1
Zr 0.3947 -0.1763 -0.1552
C -1.0499 -3.5950 2.6511
C -2.4804 -3.1940 3.0018
C -2.6406 -1.7183 3.3310
Sb -1.6920 -0.2980 1.9941
C -2.2076 1.4661 3.1008
C -1.2607 1.9642 3.9920
C -1.5451 3.1039 4.7277
C -2.7653 3.7465 4.5646
C -3.7009 3.2499 3.6686
C -3.4251 2.1086 2.9280
C -3.0529 -0.3146 0.3251
C -2.4937 -0.3835 -0.9472
C -3.2632 -0.3423 -2.0958
C -4.6410 -0.2273 -1.9711
C -5.2232 -0.1933 -0.7114
C -4.4370 -0.2503 0.4334
Sb -0.5865 -3.0631 0.5918
C 1.4562 -2.1859 0.8604
C 2.4253 -2.6707 -0.0332
C 3.7485 -2.2526 0.0270
C 4.1334 -1.3062 0.9689
C 3.1991 -0.7995 1.8571
C 1.8676 -1.2292 1.8148
C 0.1329 -4.9767 -0.0581
C -0.4748 -5.5639 -1.1654
C -0.1226 -6.8541 -1.5385
C 0.8237 -7.5515 -0.8019
C 1.4215 -6.9645 0.3074
C 1.0804 -5.6745 0.6843
H -0.9237 -4.6763 2.6767
H -0.3254 -3.1319 3.3232
H -2.7892 -3.7609 3.8845
H -3.1635 -3.4825 2.1986
H -2.1984 -1.4849 4.3016
H -3.6892 -1.4236 3.3707
H -0.3079 1.4614 4.1237
H -0.8145 3.4892 5.4268
H -2.9873 4.6347 5.1406
H -4.6498 3.7544 3.5440
H -4.1573 1.7377 2.2237
H -1.3943 -0.4937 -1.0532
H -2.8034 -0.4193 -3.0738
H -5.2558 -0.1777 -2.8592
H -6.2991 -0.1292 -0.6161
H -4.9101 -0.2502 1.4074
H 2.1467 -3.4588 -0.7235
H 4.4827 -2.6786 -0.6457
H 5.1697 -0.9973 1.0281
H 3.5159 -0.1236 2.6418
H 1.2302 -0.9435 2.6421
H -1.2490 -5.0354 -1.7130
H -0.5995 -7.3174 -2.3924
H 1.0906 -8.5605 -1.0864
H 2.1456 -7.5205 0.8885
H 1.5524 -5.2209 1.5490
N 1.5419 -2.5746 -3.7127
C 0.5346 -2.3760 -2.8714
N 0.8163 -1.3214 -2.1198
C 2.0604 -0.9195 -2.5720
N 2.5114 -1.6697 -3.5380
C 2.7768 0.2219 -2.0155
C 3.8436 0.8075 -2.6914
N 4.4559 1.8760 -2.2097
C 4.0484 2.3533 -1.0416
C 3.0092 1.7630 -0.3357
N 2.3563 0.6986 -0.8211
H 1.6424 -3.2834 -4.4285
H -0.3543 -2.9842 -2.8181
H 4.1922 0.4038 -3.6347
H 4.5545 3.2351 -0.6692
H 2.7013 2.1390 0.6286
C 1.0465 6.5647 -3.5991
C 0.8689 5.4761 -2.5875
C 1.1783 5.6774 -1.2481
C 0.9624 4.7067 -0.2734
C 1.3208 5.0254 1.1525
C 0.4236 3.4846 -0.6812
Se -0.1019 2.1865 0.6617
C 0.1169 3.2392 -2.0263
C -0.5078 1.9443 -2.4636
C 0.3558 4.2319 -2.9596
H 1.8521 7.2417 -3.3211
H 0.1314 7.1583 -3.6630
H 1.2434 6.1609 -4.5906
H 1.5913 6.6324 -0.9426
H 2.3347 5.4207 1.2145
H 1.2380 4.1623 1.8122
H 0.6538 5.7963 1.5430
H 0.1203 1.0968 -2.1268
H -0.5674 1.8931 -3.5501
H -1.5131 1.8412 -2.0577
H 0.1242 4.0455 -4.0025
*
```

Values from the calculation:
gap between HOMO and LUMO = 5.856 eV
max |F| = 1.76 eV/Å
molar mass = 1030.54 g mol⁻¹
HOMO level = -15.44 eV
LUMO level = -9.583 eV


# 2
Below is a structure of composition C42H43BCdF5N4O5S in a non-equilibrium geometry, with properties calculated with ωB97M-V/def2-TZVPD.

The geometry in ORCA input format:
```
! RIJCOSX wB97M-V def2-TZVPD def2/J DEFGRID3
* xyz -1 1
Cd 1.0273 -0.2949 0.6101
C 4.5901 -0.4064 -2.8742
O 4.9038 0.4136 -1.7521
C 3.7949 0.4549 -0.9899
N 2.7432 -0.0843 -1.4467
C 3.0838 -0.7214 -2.7091
C 2.1435 -0.2463 -3.7874
C 2.3379 0.9089 -4.5302
C 1.3978 1.3069 -5.4667
C 0.2532 0.5572 -5.6718
C 0.0436 -0.5879 -4.9233
C 0.9842 -0.9823 -3.9922
C 3.8936 1.0795 0.3267
C 5.1478 1.3277 0.8886
C 5.2030 1.8608 2.1625
C 4.0170 2.1317 2.8265
C 2.8173 1.8390 2.1859
N 2.7595 1.3283 0.9611
C 1.5281 2.0819 2.8201
N 0.4238 1.9261 2.2266
C -0.6390 2.2324 3.1515
C 0.1138 2.7961 4.3879
O 1.4870 2.5409 4.1052
C -1.6789 3.1415 2.5576
C -2.6619 3.7063 3.3610
C -3.6723 4.4689 2.7995
C -3.7080 4.6741 1.4298
C -2.7248 4.1200 0.6273
C -1.7140 3.3598 1.1879
H 5.1972 -1.3122 -2.8165
H 4.8256 0.1487 -3.7856
H 2.9407 -1.7960 -2.5691
H 3.2177 1.5192 -4.3818
H 1.5537 2.2177 -6.0314
H -0.4766 0.8678 -6.4053
H -0.8604 -1.1637 -5.0497
H 0.8239 -1.8659 -3.3998
H 6.0333 1.0519 0.3419
H 6.1540 2.0439 2.6419
H 4.0034 2.5395 3.8244
H -1.1252 1.2742 3.3726
H -0.1536 2.3087 5.3276
H -0.0215 3.8817 4.4838
H -2.6434 3.5386 4.4279
H -4.4432 4.8881 3.4306
H -4.5025 5.2628 0.9922
H -2.7506 4.2670 -0.4428
H -0.9410 2.9199 0.5798
C -3.5852 0.1929 2.3703
C -3.2554 0.0698 0.8799
C -4.4501 0.5268 0.0379
C -2.8527 -1.3560 0.5739
C -3.7287 -2.3725 0.9249
C -3.4066 -3.7009 0.7355
C -2.1854 -4.0232 0.1804
C -1.2931 -3.0369 -0.2165
C -0.0287 -3.4422 -0.9378
C -0.4087 -3.9951 -2.3188
C 0.7758 -4.4609 -0.1315
C -1.6186 -1.6858 -0.0192
N -0.7396 -0.6672 -0.4593
C -1.1488 0.0736 -1.5039
C -2.2244 -0.3034 -2.3482
C -2.6521 0.4902 -3.3871
C -2.0245 1.6887 -3.6901
C -0.9401 2.0765 -2.9191
C -0.5338 1.2897 -1.8697
F 0.5168 1.7598 -1.1010
H -3.7041 1.2394 2.6472
H -2.7713 -0.2454 2.9415
H -4.5077 -0.3313 2.6140
H -2.4075 0.7271 0.6711
H -5.3257 -0.0860 0.2465
H -4.2225 0.4509 -1.0221
H -4.6873 1.5641 0.2700
H -4.6873 -2.1204 1.3562
H -4.1111 -4.4768 1.0030
H -1.9303 -5.0611 0.0324
H 0.6005 -2.5521 -1.0695
H -0.9998 -4.9048 -2.2153
H 0.4835 -4.2331 -2.8963
H -1.0092 -3.2697 -2.8667
H 0.2702 -5.4251 -0.0873
H 0.9158 -4.0884 0.8806
H 1.7567 -4.6046 -0.5781
H -2.7259 -1.2420 -2.1579
H -3.4931 0.1627 -3.9827
H -2.3681 2.3016 -4.5087
H -0.4097 2.9927 -3.1314
F 4.4151 -2.9716 -1.1944
B 4.1881 -2.5989 0.1284
F 2.8456 -2.1605 0.2368
F 4.4232 -3.6630 0.9504
F 5.0288 -1.5416 0.4390
C 0.6643 -1.2043 4.8610
S 0.7080 -1.4515 3.0430
O 1.9301 -0.7548 2.6174
O 0.6779 -2.8743 2.8402
O -0.4732 -0.7406 2.5477
H 1.3057 -1.9566 5.2994
H -0.3589 -1.3216 5.1947
H 1.0387 -0.2112 5.0721
*
```

Values from the calculation:
gap between HOMO and LUMO = 6.497 eV
max |F| = 3.38 eV/Å
molar mass = 934.11 g mol⁻¹
HOMO level = -4.47 eV
LUMO level = 2.032 eV


# 3
Below is a structure of composition C42H43F5N7NdO11Te in a non-equilibrium geometry, with properties calculated with ωB97M-V/def2-TZVPD.

The geometry in ORCA input format:
```
! RIJCOSX wB97M-V def2-TZVPD def2/J DEFGRID3
* xyz 0 4
Nd 0.3215 1.0724 0.2339
O 5.8998 -2.5593 3.9435
C 5.1039 -1.7607 4.7829
C 4.2299 -0.8550 3.9327
C 3.0035 -0.3879 4.4029
C 2.1708 0.3318 3.5552
N 2.4486 0.5022 2.2475
C 3.6488 0.0795 1.8120
C 4.6026 -0.5697 2.6185
C 3.9364 0.2311 0.3872
C 5.2757 0.3881 -0.0505
C 5.5471 0.6459 -1.3770
C 6.9212 1.0379 -1.9060
O 7.3537 -0.0099 -2.7921
C 4.5022 0.4527 -2.2851
C 3.2319 0.0945 -1.7935
N 2.9158 0.1464 -0.4832
H 6.4825 -3.0933 4.5083
H 5.7195 -1.0952 5.4245
H 4.4337 -2.3879 5.4062
H 2.6988 -0.5582 5.4692
H 1.2500 0.8108 3.8880
H 5.5206 -0.9432 2.1553
H 6.0536 0.3313 0.6909
H 7.5906 1.1854 -1.0425
H 6.8554 1.9979 -2.4653
H 8.3218 -0.2017 -2.7050
H 4.6422 0.5251 -3.3723
H 2.4372 -0.0896 -2.4862
C -6.1376 2.3262 -3.6804
C -5.2478 1.1109 -3.9495
C -6.0300 -0.1848 -3.6721
C -4.7829 1.1723 -5.4484
C -3.9819 1.1539 -3.0971
C -3.5709 2.3469 -2.4470
C -2.5086 2.3013 -1.5611
N -1.8312 1.1663 -1.2902
C -2.0613 0.0668 -2.0895
C -3.1614 0.0277 -2.9407
C -1.1569 -1.1072 -2.0328
C -0.9868 -2.0104 -3.0979
C -0.1389 -3.1172 -2.9209
C 0.6987 -3.1507 -1.7889
C 0.4972 -2.2243 -0.8060
N -0.4403 -1.2686 -0.9301
C -0.1298 -4.3015 -3.8800
C -1.2143 -4.1780 -4.9702
C 1.2700 -4.2563 -4.5832
C -0.3485 -5.6085 -3.0986
H -7.1017 2.2669 -4.2055
H -5.6393 3.2355 -3.9988
H -6.3718 2.4139 -2.6233
H -6.9369 -0.2402 -4.2597
H -6.2751 -0.2603 -2.6028
H -5.4469 -1.0612 -3.9708
H -5.6433 1.2710 -6.1318
H -4.2268 0.2981 -5.7670
H -4.1174 2.0361 -5.5741
H -4.0184 3.3514 -2.6099
H -2.1791 3.1789 -0.9935
H -3.3032 -0.8263 -3.6205
H -1.5480 -1.8497 -4.0528
H 1.4336 -3.9602 -1.6386
H 1.0144 -2.2476 0.1499
H -1.1240 -3.2026 -5.5017
H -2.2179 -4.2727 -4.5406
H -1.0949 -4.9537 -5.7321
H 1.4577 -3.2874 -5.0423
H 1.3695 -4.9976 -5.3668
H 2.0580 -4.4828 -3.8615
H -1.3238 -5.6134 -2.6007
H 0.3900 -5.7029 -2.3231
H -0.2465 -6.4575 -3.7593
O 0.2118 6.3047 5.3186
C -0.8186 5.4488 5.2850
O -1.7883 5.5399 6.0108
C -0.8116 4.2999 4.2534
C -1.8731 3.3943 4.1765
N -1.6389 2.5155 3.1826
N -0.4821 2.7901 2.5050
C 0.0235 3.8652 3.1426
C 1.3302 4.4394 2.6974
O 1.9121 5.2894 3.3947
O 1.7839 3.9176 1.5813
H 0.9623 6.0321 4.6887
H -2.7614 3.3509 4.7827
H -2.2195 1.7179 2.8967
O -1.7861 0.1440 1.2672
C -1.1932 -0.6820 2.0026
O 0.0733 -0.8872 1.9456
C -1.9801 -1.4223 3.0823
C -3.2999 -1.9241 2.9303
C -3.9343 -2.5282 4.0359
C -3.3186 -2.6115 5.2793
C -2.0201 -2.0202 5.4056
C -1.2997 -1.5373 4.3017
N -1.5057 -1.7623 6.6935
O -0.3894 -1.1634 6.7772
O -2.2160 -2.1036 7.7066
H -3.7946 -1.7601 1.9742
H -4.9414 -2.9367 3.9087
H -3.7685 -3.1340 6.1302
H -0.2571 -1.2208 4.4681
F 0.7246 6.1312 0.3257
Te 1.6734 4.5862 -0.3786
F 2.7481 2.9657 -0.6817
F 0.6796 0.7451 -1.9355
F 3.3067 5.5446 -0.0796
F 1.7628 5.0164 -2.2589
O 0.1417 3.4322 -0.6044
*
```

Values from the calculation:
<S²> = 3.75
gap between HOMO and LUMO (spin up / spin down) = 6.863 / 6.862 eV
max |F| = 4.27 eV/Å
molar mass = 1188.67 g mol⁻¹
HOMO level (spin up / spin down) = -8.99 / -8.99 eV
LUMO level (spin up / spin down) = -2.124 / -2.125 eV


# 4
Below is a structure of composition C42H43MoO9P, with properties calculated with ωB97M-V/def2-TZVPD.

The geometry in ORCA input format:
```
! RIJCOSX wB97M-V def2-TZVPD def2/J DEFGRID3
* xyz 2 1
Mo 0.3754 0.7173 -1.7037
O -1.1672 -3.9563 0.8941
C -1.6470 -2.9001 0.1129
C -0.1746 -2.7033 -1.9320
O 0.9202 -3.0340 -2.2734
C -0.7160 -1.2992 -2.1342
C -1.3063 -0.6227 -0.7740
O -1.3356 0.7258 -0.8006
C -3.1736 -2.8490 0.2770
O -4.2642 -3.0403 0.1059
O -0.2501 -0.4983 -3.1144
C 2.2154 -3.4031 2.3527
C 1.4544 -2.2094 2.9075
C 1.3945 -2.2161 4.4131
O 0.1312 -2.1258 2.3878
C 0.2443 -1.6126 1.0925
C 1.4738 -0.6084 1.2268
O 2.0433 -0.9900 2.4514
C 1.3756 0.9327 1.2094
O 1.2219 1.2110 -0.2283
C 2.6866 1.5882 1.6256
C 3.9110 1.0119 1.2901
C 5.0974 1.6509 1.6083
C 5.0777 2.8745 2.2631
C 3.8654 3.4554 2.5977
C 2.6753 2.8160 2.2801
C 0.1603 1.5043 1.9266
C -0.5721 2.5599 1.3930
C -1.6172 3.1292 2.1056
C -1.9472 2.6449 3.3627
C -1.2164 1.5987 3.9050
C -0.1645 1.0379 3.1972
C -1.2118 -1.4322 0.5344
O -2.0857 -1.2039 -1.7874
C -2.3169 -1.0408 1.5345
C -3.1646 0.0546 1.3514
C -4.2872 0.2075 2.1516
C -4.5864 -0.7153 3.1459
C -3.7518 -1.8012 3.3474
C -2.6303 -1.9743 2.5460
C -1.1722 -3.5859 -1.2045
C -0.5781 -4.6548 -0.2712
C -1.0697 -6.0515 -0.4065
C -2.0081 -6.3610 -1.2954
C -2.5993 -5.3467 -2.1808
C -2.2364 -4.0668 -2.1603
H 1.6808 -4.3239 2.5852
H 3.1999 -3.4462 2.8156
H 2.3682 -3.3366 1.2743
H 1.0596 -3.1898 4.7671
H 0.7075 -1.4559 4.7781
H 2.3878 -2.0260 4.8158
H 0.6688 -2.3881 0.4382
H 2.1515 -0.8619 0.4000
H 3.9617 0.0525 0.7925
H 6.0402 1.1869 1.3519
H 6.0059 3.3680 2.5179
H 3.8416 4.4048 3.1152
H 1.7383 3.2754 2.5637
H -0.3216 2.9634 0.4200
H -2.1650 3.9613 1.6829
H -2.7585 3.0908 3.9230
H -1.4486 1.2319 4.8964
H 0.4373 0.2666 3.6492
H -2.9645 0.7923 0.5928
H -4.9367 1.0569 1.9882
H -5.4668 -0.5835 3.7603
H -3.9647 -2.5226 4.1245
H -1.9717 -2.8106 2.7330
H 0.5099 -4.6127 -0.1931
H -0.6143 -6.8020 0.2258
H -2.3470 -7.3826 -1.3990
H -3.3566 -5.6661 -2.8847
H -2.6782 -3.3464 -2.8350
C 1.9876 1.2041 -5.2887
C 2.0048 2.4646 -4.4242
P 0.5710 2.5717 -3.3185
C 0.7031 4.1085 -2.3379
C 1.3245 5.2977 -3.0751
C -0.9354 2.6022 -4.3382
C -0.9892 3.6956 -5.4044
H 2.8895 1.1612 -5.8962
H 1.1334 1.1949 -5.9655
H 1.9482 0.2916 -4.6903
H 2.0304 3.3650 -5.0413
H 2.8952 2.4913 -3.7886
H 1.2908 3.8739 -1.4464
H -0.3113 4.3322 -1.9958
H 2.3640 5.1046 -3.3355
H 1.3064 6.1712 -2.4252
H 0.7850 5.5495 -3.9862
H -1.7698 2.6882 -3.6367
H -1.0158 1.6093 -4.7879
H -1.0354 4.6893 -4.9621
H -1.8844 3.5651 -6.0104
H -0.1311 3.6548 -6.0751
*
```

Values from the calculation:
gap between HOMO and LUMO = 7.202 eV
max |F| = 0.27 eV/Å
molar mass = 818.71 g mol⁻¹
HOMO level = -13.65 eV
LUMO level = -6.447 eV


# 5
Below is a structure of composition C42H46AuPSi, with properties calculated with ωB97M-V/def2-TZVPD.

The geometry in ORCA input format:
```
! RIJCOSX wB97M-V def2-TZVPD def2/J DEFGRID3
* xyz -2 1
Au 0.1856 -0.3119 -0.7910
C -0.4432 2.6347 -3.1187
Si -0.3813 0.7385 -2.8224
C -2.1606 0.1739 -3.3928
C -2.5905 0.6026 -4.8014
C -2.3036 -1.3540 -3.2794
C -3.1447 0.8009 -2.3919
C 0.9930 0.1925 -4.1147
C 1.2161 -1.3288 -4.0703
C 2.2910 0.8649 -3.6295
C 0.7788 0.6046 -5.5752
H -0.5805 2.9141 -4.1722
H 0.4882 3.0963 -2.7652
H -1.2581 3.0848 -2.5391
H -1.9712 0.1484 -5.5760
H -2.5465 1.6927 -4.9225
H -3.6284 0.2847 -4.9880
H -1.7423 -1.8701 -4.0644
H -3.3604 -1.6499 -3.3795
H -1.9381 -1.7251 -2.3147
H -3.1030 1.8965 -2.3986
H -2.9191 0.4804 -1.3690
H -4.1779 0.5028 -2.6271
H 1.3246 -1.6930 -3.0435
H 2.1301 -1.5982 -4.6241
H 0.3821 -1.8720 -4.5256
H 2.4757 0.6477 -2.5708
H 2.2457 1.9546 -3.7461
H 3.1525 0.4990 -4.2100
H -0.0448 0.0559 -6.0359
H 1.6841 0.3856 -6.1632
H 0.5707 1.6769 -5.6733
C -1.1948 3.4688 5.9344
C 0.0093 3.3195 5.2694
C 0.0723 2.5487 4.1083
C -1.0538 1.9110 3.6008
C -2.2604 2.0765 4.2795
C -2.3333 2.8473 5.4316
P -0.8499 0.9708 1.9923
C -2.1944 1.8565 1.0788
C -1.8011 2.9939 0.3727
C -2.7382 3.8286 -0.2235
C -4.0901 3.5292 -0.1340
C -4.4927 2.3849 0.5410
C -3.5524 1.5577 1.1456
C -1.6405 -0.6128 2.4801
C -2.2492 -1.4314 1.5259
C -2.6411 -2.7229 1.8463
C -2.4220 -3.2210 3.1242
C -1.8181 -2.4204 4.0812
C -1.4283 -1.1251 3.7592
H -1.2487 4.0568 6.8427
H 0.9025 3.7978 5.6551
H 1.0152 2.4254 3.5857
H -3.1521 1.5907 3.9020
H -3.2832 2.9650 5.9432
H -0.7402 3.2074 0.2798
H -2.4115 4.7030 -0.7745
H -4.8254 4.1680 -0.6111
H -5.5452 2.1303 0.5945
H -3.8792 0.6558 1.6518
H -2.3765 -1.0677 0.5118
H -3.0708 -3.3579 1.0799
H -2.6964 -4.2421 3.3642
H -1.6188 -2.8141 5.0711
H -0.9186 -0.5240 4.5025
C 0.5878 -1.8157 0.5316
C 0.4583 -2.9656 0.9510
C 0.1743 -4.2906 1.4065
C 0.3564 -4.5662 2.8143
C 1.2201 -3.7594 3.6052
C 1.4264 -4.0009 4.9526
C 0.7688 -5.0419 5.6149
C -0.1362 -5.8053 4.8820
C -0.3502 -5.5715 3.5288
C -0.2926 -5.2481 0.4305
C -0.3418 -6.6559 0.6375
C -0.7711 -7.5338 -0.3485
C -1.1684 -7.0847 -1.6054
C -1.0886 -5.7111 -1.8540
C -0.6657 -4.8242 -0.8796
H 1.7245 -2.9344 3.1123
H 2.1178 -3.3712 5.5063
H 0.9393 -5.2347 6.6685
H -0.6988 -6.5905 5.3796
H -1.1147 -6.1371 3.0121
H 0.0047 -7.0686 1.5744
H -0.7843 -8.5990 -0.1342
H -1.5117 -7.7757 -2.3667
H -1.3615 -5.3276 -2.8332
H -0.6036 -3.7639 -1.1014
*
```

Values from the calculation:
gap between HOMO and LUMO = 3.945 eV
max |F| = 0.59 eV/Å
molar mass = 806.86 g mol⁻¹
HOMO level = 0.29 eV
LUMO level = 4.232 eV


Number 1: energy -131362.9307 eV. Number 2: energy -90124.6829 eV. Number 3: energy -113365.7694 eV. Number 4: energy -73805.4211 eV. Number 5: energy -65159.3834 eV.